Record 1
ORCA calculation (wB97M-V/def2-TZVPD) on a structure of composition C24H47CoOSi4Te at a distorted geometry.

Each line ends with the Löwdin spin population.
CARTESIAN COORDINATES (ANGSTROEM)
Co (0.0211, -0.0569, -2.2242)  2.343
C (0.7248, -1.8007, -0.3957)  0.074
C (-0.7407, -1.8142, -0.3670)  0.071
C (-1.1937, -2.1735, -1.7055)  0.022
H (-1.4085, -1.4283, 0.4471)  0.006
C (-0.0470, -2.4321, -2.4933)  0.033
C (1.1309, -2.1692, -1.7432)  0.034
H (2.1705, -2.2916, -2.0520)  0.002
H (1.4103, -1.4465, 0.4148)  0.005
H (-2.2466, -2.1903, -1.9923)  0.001
H (-0.0662, -2.7636, -3.5048)  0.002
C (1.5177, 1.7537, -1.3061)  0.064
C (2.3064, 0.5842, -1.6558)  0.021
C (2.1562, 0.3524, -3.0373)  0.028
H (2.9322, 0.0314, -0.9585)  0.001
C (1.2715, 1.3596, -3.5685)  0.039
C (0.8486, 2.1906, -2.4965)  0.024
H (0.1350, 3.0098, -2.5466)  0.000
H (1.3710, 2.1670, -0.2973)  0.013
H (2.6192, -0.4342, -3.6239)  0.002
H (0.9428, 1.4245, -4.6048)  0.005
O (-1.1360, -0.0555, -3.5093)  0.101
C (-0.7673, 0.2422, -6.4700)  0.554
C (-2.0009, 0.4389, -5.7024)  0.083
C (-0.2903, -1.1188, -6.7398)  0.092
C (-0.1398, 1.3936, -7.1500)  0.089
C (-1.7825, 0.9116, -4.2354)  0.052
H (-2.5912, -0.4886, -5.6523)  0.005
H (-2.6348, 1.2050, -6.1829)  0.019
H (-1.2307, 1.8757, -4.2522)  0.000
H (-2.7657, 1.1063, -3.7646)  0.003
H (-0.7876, -1.5664, -7.6232)  0.038
H (-0.4959, -1.7937, -5.8902)  0.009
H (0.7934, -1.1572, -6.9475)  0.006
H (-0.5790, 1.5750, -8.1507)  0.036
H (0.9424, 1.2468, -7.3182)  0.007
H (-0.2652, 2.3347, -6.5871)  0.009
C (-3.3677, -0.1933, 2.7129)  0.002
Si (-1.8540, -1.1262, 3.2874)  -0.013
C (-1.7902, -1.1538, 5.1555)  -0.010
C (-1.9890, -2.9086, 2.7365)  0.002
Si (-0.0008, -0.0470, 2.4960)  -0.033
Te (-0.0648, 0.3038, 0.0719)  0.125
Si (-0.0574, 2.1774, 3.0174)  0.016
C (-0.5740, 2.3822, 4.7984)  0.004
C (1.6296, 2.9406, 2.7972)  0.004
C (-1.2845, 3.0430, 1.9068)  0.016
Si (1.9245, -0.9833, 3.2756)  -0.015
C (2.0835, -0.5577, 5.0866)  -0.009
C (1.8707, -2.8380, 3.0726)  0.001
C (3.4068, -0.3201, 2.3557)  0.000
H (-4.2505, -0.7160, 3.1059)  0.001
H (-3.4100, -0.1800, 1.6191)  0.000
H (-3.3521, 0.8302, 3.1001)  0.000
H (-2.7128, -1.6364, 5.5051)  -0.002
H (-0.9321, -1.7464, 5.4861)  -0.001
H (-1.7314, -0.1456, 5.5722)  -0.001
H (-2.0958, -3.0017, 1.6528)  0.001
H (-1.1188, -3.4825, 3.0670)  0.000
H (-2.8881, -3.3241, 3.2107)  0.000
H (0.1114, 1.8494, 5.4637)  0.000
H (-0.5430, 3.4560, 5.0238)  0.001
H (-1.5963, 2.0190, 4.9329)  0.000
H (1.9817, 2.8284, 1.7683)  0.002
H (1.5389, 4.0089, 3.0362)  0.000
H (2.3411, 2.4800, 3.4892)  0.001
H (-0.9759, 2.9531, 0.8591)  0.008
H (-2.2862, 2.6209, 2.0321)  0.001
H (-1.2967, 4.1034, 2.1937)  0.003
H (1.2338, -0.9467, 5.6545)  -0.001
H (3.0082, -1.0241, 5.4522)  -0.002
H (2.1526, 0.5264, 5.2136)  0.000
H (1.7544, -3.1124, 2.0199)  0.002
H (2.8224, -3.2370, 3.4479)  0.000
H (1.0509, -3.2572, 3.6627)  0.000
H (3.3540, -0.5846, 1.2962)  0.000
H (3.4839, 0.7656, 2.4581)  0.000
H (4.2993, -0.7874, 2.7938)  0.000

Output
<S²>: 6.093
spin multiplicity: 5
HOMO-LUMO gap (spin up / spin down): 2.592 / 2.993 eV
net charge: -2
highest occupied orbital energy (spin up / spin down): 2.05 / 1.60 eV

***

Record 2
ORCA calculation (wB97M-V/def2-TZVPD) on a cluster of 3 separate species, C24H47IN2O11P in total at a distorted geometry.

Each line ends with the Mulliken charge.
CARTESIAN COORDINATES (ANGSTROEM)
C (-1.5774, -2.6036, -8.5748)  -0.941
C (-0.9839, -3.8154, -7.6584)  0.137
O (-1.9978, -4.1159, -6.6586)  -0.377
C (-1.6968, -5.3383, -5.9417)  -0.285
O (-1.2367, -5.1207, -4.5828)  -0.368
C (0.0806, -4.5791, -4.5517)  0.509
O (0.9383, -4.9443, -5.3776)  -0.483
C (0.3525, -3.5406, -3.3601)  0.260
C (-0.8640, -3.0077, -2.5250)  -0.475
C (-0.5824, -2.0444, -1.3518)  0.286
C (-1.8138, -1.4892, -0.4981)  -0.775
C (-2.4723, -0.2457, -1.2780)  0.283
O (-3.4165, -0.7835, -2.2511)  -0.563
C (-1.4271, 0.6459, -2.1154)  -0.808
N (-0.3519, 1.2750, -1.2658)  -0.433
N (0.7422, -1.6208, -0.9859)  0.335
C (1.8771, -2.0725, -1.7413)  -0.396
C (1.7589, -3.0412, -2.9365)  0.179
P (3.3376, -3.6074, -3.8135)  0.051
O (4.6190, -2.8560, -2.9215)  -0.495
I (3.3280, -2.5750, -6.0749)  0.035
H (-0.8321, -1.7213, -8.5723)  0.270
H (-1.7624, -2.9928, -9.6306)  0.269
H (-2.5353, -2.1953, -8.0774)  0.269
H (-0.0971, -3.3437, -7.0896)  0.015
H (-0.6833, -4.6956, -8.3160)  0.279
H (-1.0266, -6.0548, -6.5498)  0.331
H (-2.7069, -5.8910, -5.8475)  0.284
H (-1.9380, -3.3163, -2.7225)  0.369
H (-2.5779, -2.3503, -0.3996)  0.544
H (-1.5127, -1.2405, 0.5880)  0.119
H (-3.0646, 0.4571, -0.5935)  0.091
H (-3.9217, -1.5321, -1.8680)  0.358
H (-2.0354, 1.5239, -2.5522)  0.448
H (-1.0076, 0.0845, -3.0277)  0.210
H (0.5578, 0.9319, -1.6369)  0.166
H (-0.3463, 2.2800, -1.5304)  0.297
H (0.8957, -0.9643, -0.1911)  0.184
H (2.9186, -1.7053, -1.4349)  0.499
H (4.7218, -1.9122, -3.2003)  0.337
C (-4.3582, 5.2629, 4.2544)  -0.831
O (-4.2758, 3.8506, 4.2024)  -0.275
C (-5.0981, 3.2618, 3.2014)  -0.641
C (-4.3446, 2.1943, 2.4085)  -0.245
O (-3.2935, 2.6737, 1.5667)  -0.434
C (-2.1532, 3.2482, 2.2071)  -0.412
C (-1.3084, 2.2858, 3.0389)  -0.133
O (-2.0050, 1.8499, 4.1995)  -0.272
C (-1.9244, 0.4548, 4.4265)  -0.634
H (-5.1993, 5.5632, 4.8886)  0.288
H (-3.4315, 5.6393, 4.6940)  0.238
H (-4.4629, 5.7070, 3.2590)  0.398
H (-5.4852, 4.0181, 2.5102)  0.348
H (-5.9456, 2.7946, 3.7137)  0.409
H (-5.0653, 1.7254, 1.7301)  0.440
H (-3.9873, 1.3930, 3.0533)  0.096
H (-2.4414, 4.1298, 2.7782)  0.098
H (-1.5217, 3.6206, 1.3927)  0.422
H (-0.4044, 2.8019, 3.3797)  0.343
H (-1.0011, 1.4409, 2.4130)  0.099
H (-1.9703, -0.1145, 3.4920)  0.237
H (-2.7819, 0.1636, 5.0367)  0.273
H (-1.0044, 0.2185, 4.9703)  0.184
C (6.5820, 1.7050, 2.0192)  -0.814
O (5.4516, 2.0240, 2.8088)  -0.285
C (4.4432, 2.7431, 2.1084)  -0.713
C (3.0511, 2.1759, 2.3845)  -0.173
O (2.7950, 0.8719, 1.8509)  -0.337
C (3.5372, -0.2208, 2.4007)  -0.193
C (3.2410, -0.5547, 3.8615)  -0.558
O (3.6960, 0.4703, 4.7328)  -0.292
C (2.7528, 0.8422, 5.7240)  -0.554
H (7.2903, 2.5404, 2.0291)  0.297
H (7.0637, 0.8278, 2.4577)  0.246
H (6.3086, 1.4583, 0.9877)  0.364
H (4.6281, 2.7359, 1.0285)  0.338
H (4.4828, 3.7792, 2.4597)  0.402
H (2.3287, 2.8358, 1.8926)  0.421
H (2.8051, 2.2136, 3.4441)  0.056
H (4.6039, -0.0816, 2.2292)  0.094
H (3.2548, -1.0943, 1.8005)  0.356
H (3.7722, -1.4724, 4.1351)  0.414
H (2.1673, -0.7357, 3.9810)  0.255
H (1.7298, 0.8445, 5.3340)  0.100
H (2.9886, 1.8580, 6.0475)  0.262
H (2.8302, 0.1687, 6.5825)  0.302

Output
HOMO-LUMO gap: 5.697 eV
net charge: +1
highest occupied orbital energy: -10.89 eV

***

The records above give, respectively, energy relative to the best compared isomer or geometry (same formula, charge and spin) values of 512.73; 290.14 kJ/mol.